[1]
The following is a quantum chemistry calculation of an isolated ion of composition C6H16N6OS and charge +2 at a distorted geometry, from the OMol25 dataset.

Positions of all 30 atoms, in Å:
1 C 1.851 -0.712 -0.180
2 C 0.209 2.370 0.051
3 C -0.841 0.853 -1.626
4 C 0.204 0.890 0.655
5 C -0.445 -0.041 -0.474
6 C -2.854 -1.008 -0.480
7 N 1.687 0.247 0.752
8 N 0.671 -1.019 -0.815
9 N -0.375 0.816 1.871
10 N 0.244 -2.263 -1.201
11 N 2.599 0.664 1.677
12 N -1.546 -0.929 0.113
13 O 2.852 -1.480 -0.507
14 S 0.516 2.138 -1.792
15 H -0.882 2.800 0.115
16 H 0.895 2.970 0.590
17 H -0.830 0.384 -2.642
18 H -1.711 1.455 -1.480
19 H -3.501 -1.489 0.333
20 H -3.171 0.109 -0.655
21 H -2.770 -1.405 -1.576
22 H -0.727 1.744 2.191
23 H 0.294 0.377 2.508
24 H 0.689 -3.124 -0.666
25 H 0.281 -2.422 -2.166
26 H 3.794 -1.273 -0.250
27 H 2.757 0.188 2.537
28 H 2.894 1.563 1.882
29 H -1.240 -1.873 0.086
30 H -1.544 -0.529 1.151

## Properties
- LUMO level: -6.5 eV
- SMILES: C[NH2+][C@@]12CSC[C@]1(N)N(N)C(O)=[N+]2N
- Electronic energy: -28285.63865 eV
- Largest force on an atom: 4.04 eV/A
- Net charge: +2
- Gap between HOMO and LUMO: 9.64 eV

=====

[2]
The following is a quantum chemistry calculation of a 2-piece molecular cluster, C6H16NO overall, from the OMol25 dataset.

Positions of all 24 atoms, in Å:
1 C 0.027 0.285 2.534
2 O 0.305 0.933 3.750
3 C -0.810 1.258 1.712
4 N -1.287 0.528 0.488
5 H -0.525 -0.645 2.719
6 H 0.936 0.049 1.970
7 H 0.989 0.420 4.193
8 H -1.692 1.577 2.260
9 H -0.206 2.108 1.409
10 H -1.910 -0.230 0.772
11 H -0.509 0.119 -0.075
12 H -1.783 1.138 -0.160
13 C 0.422 -0.025 -2.095
14 C 0.684 -1.174 -1.460
15 C 2.028 -1.629 -0.991
16 C -0.960 0.359 -2.577
17 H 1.224 0.651 -2.370
18 H -0.149 -1.858 -1.293
19 H 2.095 -1.695 0.095
20 H 2.237 -2.620 -1.393
21 H 2.804 -0.947 -1.337
22 H -1.735 -0.270 -2.137
23 H -1.000 0.260 -3.661
24 H -1.183 1.406 -2.355

## Properties
- LUMO level: -3.3 eV
- Electronic energy: -10011.89920 eV
- Largest force on an atom: 0.54 eV/A
- Net charge: +1
- Gap between HOMO and LUMO: 10.13 eV

=====

[3]
The following is a quantum chemistry calculation of a 3-piece molecular cluster, C6H16NO overall at a distorted geometry, from the OMol25 dataset.

Positions of all 24 atoms, in Å:
1 C -1.799 -2.117 -0.662
2 O -1.614 1.736 -1.098
3 C -0.643 -1.025 -0.849
4 C -0.314 -0.142 0.372
5 C 0.711 0.865 -0.047
6 C 0.435 2.123 0.760
7 C 2.051 0.249 0.456
8 N 0.562 -1.602 -1.255
9 H -2.409 -1.893 0.305
10 H -2.452 -2.213 -1.564
11 H -2.420 2.205 -1.296
12 H -0.955 -0.318 -1.704
13 H -1.387 0.215 0.774
14 H 0.268 -0.736 1.152
15 H 0.604 0.947 -1.184
16 H -0.526 2.618 0.394
17 H 1.299 2.754 0.701
18 H 0.339 1.899 1.815
19 H 2.750 1.027 0.335
20 H 2.229 -0.755 0.118
21 H 1.744 -0.021 1.589
22 H -1.314 -3.073 -0.350
23 H 0.633 -2.565 -1.265
24 H 2.206 -0.179 2.502

## Properties
- LUMO level: -8.0 eV
- Electronic energy: -9999.76517 eV
- Largest force on an atom: 4.82 eV/A
- Net charge: +1
- Gap between HOMO and LUMO: 4.18 eV